Record 1
Molecular formula: C6H14N2O2
Method: DFT, ωB97M-V/def2-TZVPD

Geometry as ORCA input:
```
! wB97M-V def2-TZVPD RIJCOSX def2/J DEFGRID3
* xyz 0 1
C -2.419 -1.005 0.988
C -2.167 1.586 -1.896
C -2.726 -0.322 -0.327
O -3.900 -0.267 -0.742
N -1.815 0.489 -0.944
H -1.627 -0.454 1.572
H -0.749 0.198 -0.908
H -2.548 2.367 -1.268
H -3.381 -1.429 1.517
H -1.866 -1.884 0.753
H -1.381 1.959 -2.620
H -3.041 1.328 -2.503
C 1.132 1.268 0.844
C 3.531 -1.696 0.462
C 1.692 -0.020 0.188
O 0.948 -0.553 -0.647
N 2.947 -0.374 0.476
H 0.044 1.369 0.523
H 3.587 0.289 0.946
H 3.541 -1.963 1.601
H 1.287 1.356 1.886
H 1.815 2.001 0.356
H 2.674 -2.425 0.091
H 4.423 -1.816 -0.348
*
```

Calculated values
Kohn-Sham gap in eV: 9.18
Energy above the lowest of the compared OMol25 structures with the same formula, charge and spin in kJ/mol: 252.1
Highest occupied orbital energy in eV: -8.7762


Record 2
Molecular formula: CH2O2S
Method: DFT, ωB97M-V/def2-TZVPD

Geometry as ORCA input:
```
! wB97M-V def2-TZVPD RIJCOSX def2/J DEFGRID3
* xyz 0 1
C -0.206 0.334 0.454
O 0.530 -0.498 -1.924
O 0.487 -0.830 0.600
S -0.368 -0.851 -0.806
H -0.942 0.477 1.283
H 0.499 1.367 0.394
*
```

Calculated values
Kohn-Sham gap in eV: 10.94
Energy above the lowest of the compared OMol25 structures with the same formula, charge and spin in kJ/mol: 277.0
Highest occupied orbital energy in eV: -10.4209